13 unconnected molecules or ions with the total composition C52H104O29 at a distorted geometry. Source: the Open Molecules 2025 dataset; level of theory: wB97M-V/def2-TZVPD.

Computed properties:
E_tot: -114979.4703 eV
E_LUMO: 0.06 eV
ΔE to the lowest compared entry with this formula, charge and spin: 3.9043 eV
Kohn-Sham gap: 9.45 eV
2S+1: 1

Structure (XYZ):
```
185
C52H104O29 | the Open Molecules 2025 dataset | wB97M-V/def2-TZVPD
C 2.455 -6.518 -8.087
C 2.413 -6.001 -6.662
O 2.876 -4.675 -6.375
C 2.224 -3.680 -6.808
O 1.219 -3.683 -7.544
O 2.933 -2.599 -6.500
C 2.584 -1.314 -7.059
H 1.992 -7.502 -8.164
H 3.486 -6.627 -8.423
H 1.897 -5.954 -8.834
H 3.037 -6.604 -6.002
H 1.348 -6.140 -6.478
H 3.201 -1.214 -7.952
H 2.694 -0.473 -6.374
H 1.545 -1.280 -7.386
C 9.982 1.480 -5.526
C 8.460 1.092 -5.431
O 7.549 2.200 -5.246
C 7.423 2.791 -4.032
O 8.179 2.698 -3.116
O 6.326 3.645 -4.075
C 6.086 4.584 -3.047
H 10.373 1.869 -4.586
H 10.214 2.225 -6.287
H 10.517 0.565 -5.780
H 8.305 0.356 -4.642
H 8.264 0.713 -6.434
H 5.575 5.370 -3.602
H 6.980 4.925 -2.524
H 5.569 4.161 -2.186
C -5.082 -4.526 -5.883
C -4.385 -5.048 -4.512
O -5.364 -5.660 -3.653
C -5.750 -6.920 -3.883
O -5.193 -7.697 -4.620
O -6.916 -7.129 -3.269
C -7.499 -8.377 -3.069
H -5.435 -5.377 -6.466
H -4.357 -3.964 -6.472
H -6.021 -3.988 -5.757
H -3.886 -4.302 -3.892
H -3.604 -5.783 -4.706
H -7.057 -8.910 -2.227
H -7.597 -8.995 -3.962
H -8.519 -8.241 -2.711
C 6.460 -3.287 -1.195
C 6.837 -4.794 -0.977
O 7.268 -5.253 -2.249
C 6.970 -6.501 -2.625
O 6.465 -7.472 -1.895
O 7.444 -6.701 -3.850
C 7.708 -8.089 -4.291
H 5.732 -3.114 -1.988
H 7.385 -2.803 -1.508
H 6.262 -2.777 -0.252
H 6.061 -5.406 -0.517
H 7.706 -4.873 -0.324
H 7.955 -8.696 -3.421
H 8.509 -8.099 -5.030
H 6.823 -8.624 -4.636
C 0.264 -8.234 1.636
C 0.988 -8.466 2.969
O 0.798 -9.791 3.305
C 0.031 -10.184 4.332
O -0.345 -9.457 5.301
O -0.304 -11.462 4.110
C -1.313 -12.123 4.836
H 0.768 -8.610 0.746
H 0.232 -7.152 1.514
H -0.661 -8.811 1.639
H 0.440 -7.802 3.637
H 2.047 -8.207 2.978
H -1.157 -12.309 5.899
H -1.631 -13.111 4.505
H -2.227 -11.542 4.715
C 9.975 2.773 3.036
C 8.586 3.263 3.102
O 8.225 3.236 4.483
C 6.940 3.053 4.929
O 5.944 2.866 4.305
O 7.011 3.038 6.225
C 5.788 3.118 6.957
H 10.097 1.699 3.169
H 10.489 3.269 3.859
H 10.493 3.083 2.129
H 7.822 2.650 2.624
H 8.431 4.240 2.644
H 4.925 3.673 6.589
H 6.054 3.464 7.956
H 5.360 2.149 7.213
C -5.316 3.936 4.115
C -6.149 4.609 5.195
O -6.341 3.625 6.195
C -7.521 3.282 6.633
O -8.601 3.617 6.193
O -7.378 2.502 7.683
C -8.387 1.516 7.933
H -4.388 3.476 4.457
H -5.130 4.613 3.281
H -5.859 3.160 3.576
H -7.038 5.079 4.774
H -5.395 5.299 5.573
H -9.305 1.553 7.347
H -8.573 1.429 9.004
H -7.887 0.566 7.744
C -1.467 8.722 -4.409
C -2.432 9.903 -4.335
O -3.726 9.415 -4.631
C -4.850 10.063 -4.217
O -4.964 11.024 -3.485
O -5.821 9.489 -4.912
C -7.114 10.007 -4.893
H -1.639 8.049 -3.569
H -0.410 8.980 -4.467
H -1.696 8.124 -5.291
H -2.315 10.600 -5.165
H -2.470 10.338 -3.336
H -7.596 9.515 -5.738
H -7.112 11.064 -5.162
H -7.577 9.765 -3.937
C 0.559 0.332 0.294
C -0.076 0.502 -1.106
C -0.499 1.981 -1.123
O 0.398 2.592 -0.180
C 1.226 1.666 0.539
H 1.175 -0.528 0.557
H -0.233 0.366 1.043
H -0.940 -0.154 -1.210
H 0.793 0.317 -1.737
H -1.500 2.024 -0.694
H -0.435 2.518 -2.069
H 1.228 1.976 1.584
H 2.219 1.590 0.094
C -6.730 -3.650 3.618
C -5.809 -4.536 2.692
C -4.435 -3.872 2.791
O -4.749 -2.504 2.763
C -6.028 -2.282 3.420
H -6.853 -3.671 4.701
H -7.731 -3.444 3.239
H -6.148 -4.552 1.656
H -5.863 -5.553 3.080
H -3.650 -4.201 2.111
H -3.957 -4.126 3.737
H -6.613 -1.775 2.652
H -5.824 -1.766 4.358
C -6.840 0.913 -3.313
C -6.764 1.703 -2.046
C -6.540 3.097 -2.487
O -5.641 2.899 -3.486
C -5.958 1.679 -4.252
H -7.816 0.792 -3.782
H -6.443 -0.085 -3.127
H -6.006 1.264 -1.397
H -7.700 1.737 -1.488
H -5.981 3.777 -1.845
H -7.442 3.642 -2.766
H -5.007 1.157 -4.356
H -6.443 1.796 -5.221
C 2.389 9.184 1.750
C 3.111 9.200 3.074
C 1.994 9.150 4.060
O 0.960 10.031 3.549
C 1.208 10.175 2.115
H 2.089 8.159 1.535
H 3.083 9.555 0.996
H 3.638 10.154 3.091
H 3.864 8.416 3.158
H 2.143 9.515 5.076
H 1.589 8.138 4.102
H 1.322 11.219 1.823
H 0.256 9.957 1.630
C 0.803 -0.668 6.821
C -0.397 0.363 6.819
C -0.321 0.998 8.243
O 0.496 0.102 8.979
C 0.869 -1.104 8.251
H 1.669 -0.046 6.595
H 0.905 -1.424 6.043
H -1.351 -0.145 6.681
H -0.391 1.066 5.986
H -1.303 1.104 8.705
H 0.215 1.927 8.046
H 0.127 -1.852 8.532
H 1.852 -1.424 8.597
```

=====

14 unconnected molecules or ions with the total composition C52H105B5F20N16O2 at a distorted geometry. Source: the Open Molecules 2025 dataset; level of theory: wB97M-V/def2-TZVPD.

Computed properties:
E_tot: -141287.7490 eV
E_LUMO: -8.57 eV
Charge: +4
Kohn-Sham gap: 6.82 eV
2S+1: 1

Structure (XYZ):
```
200
C52H105B5F20N16O2 | the Open Molecules 2025 dataset | wB97M-V/def2-TZVPD
C -3.764 -2.758 -3.035
C -3.137 -4.191 -3.410
N -3.412 -5.262 -2.377
C -2.663 -6.377 -2.151
C -3.367 -7.175 -1.212
N -4.571 -6.507 -0.948
C -4.565 -5.317 -1.654
C -5.612 -7.108 -0.156
H -4.797 -2.746 -2.690
H -3.580 -1.937 -3.729
H -3.250 -2.432 -2.131
H -2.064 -4.069 -3.553
H -3.424 -4.646 -4.358
H -1.729 -6.552 -2.664
H -3.057 -8.114 -0.779
H -5.440 -4.703 -1.805
H -5.419 -6.828 0.880
H -5.748 -8.171 -0.355
H -6.544 -6.646 -0.484
C 1.770 -3.178 9.012
C 0.334 -3.651 9.385
N -0.620 -3.750 8.221
C -1.982 -3.721 8.419
C -2.446 -4.055 7.166
N -1.394 -4.451 6.297
C -0.311 -4.418 7.080
C -1.581 -5.209 5.131
H 1.875 -2.221 8.501
H 2.355 -3.946 8.505
H 2.398 -3.202 9.903
H -0.077 -2.987 10.145
H 0.531 -4.641 9.795
H -2.491 -3.503 9.346
H -3.442 -4.146 6.757
H 0.670 -4.754 6.779
H -1.924 -4.595 4.297
H -2.204 -6.070 5.376
H -0.614 -5.677 4.948
C 7.097 5.944 -3.486
C 6.836 4.510 -3.884
N 5.424 4.233 -4.288
C 4.207 4.532 -3.611
C 3.159 3.856 -4.176
N 3.630 3.213 -5.260
C 4.972 3.582 -5.377
C 2.902 2.288 -6.123
H 6.729 6.665 -4.216
H 8.166 6.057 -3.666
H 6.617 6.139 -2.527
H 7.103 3.809 -3.093
H 7.423 4.262 -4.768
H 4.300 5.333 -2.893
H 2.091 3.895 -4.020
H 5.535 3.152 -6.192
H 2.502 2.839 -6.975
H 2.099 1.786 -5.584
H 3.578 1.470 -6.373
C -5.167 5.971 -5.506
C -3.904 5.670 -4.569
N -4.115 4.356 -3.836
C -5.151 4.104 -2.919
C -5.038 2.731 -2.475
N -4.006 2.198 -3.227
C -3.497 3.113 -4.085
C -3.745 0.707 -3.202
H -5.058 6.916 -6.038
H -6.051 5.984 -4.868
H -5.160 5.266 -6.338
H -3.934 6.451 -3.809
H -2.956 5.721 -5.105
H -5.920 4.789 -2.592
H -5.587 2.206 -1.708
H -2.822 2.941 -4.911
H -3.063 0.487 -2.381
H -3.477 0.321 -4.186
H -4.697 0.206 -3.028
C 2.282 -8.512 4.253
C 2.331 -8.627 2.642
N 3.254 -7.531 2.198
C 4.620 -7.585 2.082
C 5.091 -6.470 1.446
N 4.019 -5.614 1.211
C 2.908 -6.269 1.711
C 3.883 -4.275 0.565
H 3.207 -8.116 4.671
H 2.133 -9.521 4.638
H 1.419 -7.903 4.520
H 1.409 -8.506 2.075
H 2.908 -9.529 2.437
H 5.111 -8.501 2.376
H 6.036 -6.152 1.033
H 1.922 -5.827 1.717
H 3.645 -4.360 -0.495
H 4.863 -3.804 0.488
H 3.097 -3.671 1.020
C -4.941 10.266 -2.002
C -4.338 9.662 -0.672
N -3.606 8.450 -1.016
C -2.306 8.376 -1.494
C -1.911 7.049 -1.226
N -2.996 6.334 -0.789
C -4.125 7.200 -0.741
C -2.986 4.875 -0.449
H -5.435 9.544 -2.652
H -4.140 10.532 -2.691
H -5.477 11.210 -1.908
H -5.113 9.451 0.065
H -3.539 10.290 -0.278
H -1.776 9.279 -1.756
H -0.902 6.677 -1.324
H -5.075 6.949 -0.294
H -2.451 4.412 -1.278
H -3.982 4.437 -0.380
H -2.459 4.712 0.491
C -0.886 -3.478 0.931
C -1.392 -2.066 0.970
N -0.932 -1.147 -0.032
C -0.588 -1.575 -1.329
C -0.121 -0.524 -2.086
N -0.514 0.646 -1.379
C -0.937 0.242 -0.131
C -0.343 2.113 -1.749
H -1.028 -4.006 1.873
H 0.178 -3.339 0.743
H -1.264 -4.081 0.105
H -1.408 -1.669 1.985
H -2.474 -2.100 0.837
H -0.534 -2.622 -1.586
H 0.280 -0.594 -3.086
H -1.234 0.980 0.599
H -1.212 2.395 -2.343
H 0.657 2.289 -2.145
H -0.600 2.767 -0.916
C 3.618 1.423 -1.351
N 4.224 0.316 -0.442
C 5.161 0.945 0.587
C 3.062 -0.421 0.294
C 5.150 -0.584 -1.418
C 4.366 -1.466 -2.426
O 3.472 -2.380 -1.770
H 2.873 1.131 -2.091
H 4.493 1.850 -1.840
H 3.127 2.078 -0.631
H 5.625 0.147 1.166
H 4.613 1.788 1.008
H 5.899 1.505 0.013
H 2.483 0.368 0.774
H 3.432 -1.180 0.983
H 2.512 -1.047 -0.409
H 5.772 -1.273 -0.847
H 5.953 -0.051 -1.926
H 5.006 -2.140 -2.996
H 3.969 -0.927 -3.287
H 3.080 -3.145 -2.197
C 0.503 0.797 7.174
N 0.322 0.439 5.720
C -0.602 -0.796 5.669
C -0.214 1.617 4.830
C 1.681 0.000 5.102
C 1.689 -0.517 3.682
O 1.039 -1.665 3.307
H 0.728 -0.098 7.754
H -0.457 1.134 7.563
H 1.266 1.576 7.180
H -0.780 -0.982 4.610
H -1.505 -0.402 6.137
H -0.256 -1.685 6.197
H -0.414 1.417 3.778
H 0.566 2.378 4.870
H -1.142 2.060 5.191
H 2.160 -0.654 5.831
H 2.348 0.855 5.217
H 2.744 -0.521 3.410
H 1.252 0.200 2.986
H 1.098 -2.358 3.970
B -0.283 0.689 -5.550
F -1.512 0.054 -5.567
F -0.150 1.551 -4.477
F 0.691 -0.222 -5.332
F -0.047 1.428 -6.666
B 1.518 -4.771 -2.670
F 2.874 -4.959 -2.930
F 0.774 -5.638 -3.404
F 1.363 -5.000 -1.301
F 1.169 -3.389 -2.833
B -0.048 5.555 -4.197
F 0.972 5.874 -5.079
F 0.445 5.096 -2.988
F -0.871 6.540 -4.052
F -0.795 4.543 -4.828
B -4.184 0.969 0.753
F -5.551 1.206 0.800
F -3.722 0.653 1.956
F -4.022 -0.111 -0.148
F -3.645 2.123 0.250
B 1.424 3.388 1.624
F 2.056 2.270 2.161
F 2.004 3.868 0.456
F 0.120 3.033 1.451
F 1.551 4.366 2.588
```